A structure of composition C50H40N7O4SSeSiV. Source: the Open Molecules 2025 dataset; level of theory: the ωB97M-V functional and the def2-TZVPD basis.

Frontier orbital gap (alpha / beta) ... 5.22 / 5.63 eV
Multiplicity ... 2
E_tot ... -6646.65868 a.u.
Molecular weight ... 992.972 Da
Charge ... +1
Energy above the lowest of the compared OMol25 structures with the same formula, charge and spin ... 2.072 eV

Each line ends with the Löwdin charge.
CARTESIAN COORDINATES (ANGSTROEM)
V1 1.0577 -0.8768 0.0524  0.808
C1 -1.7496 -1.0675 -4.7723  -0.081
C2 -1.9864 -0.2565 -3.6741  -0.083
C3 -1.0085 -0.0771 -2.7109  -0.040
C4 0.2315 -0.7072 -2.8511  -0.290
C5 0.4647 -1.5281 -3.9641  -0.047
C6 -0.5282 -1.7108 -4.9049  -0.061
N1 1.2156 -0.5582 -1.8789  -0.009
C7 2.4704 -0.2719 -2.2396  -0.203
C8 2.8987 0.2226 -3.4944  0.018
C9 4.2327 0.4078 -3.7338  -0.031
C10 5.2118 0.0989 -2.7704  -0.051
C11 4.8423 -0.3348 -1.5274  0.013
C12 3.4722 -0.4840 -1.2375  -0.235
N2 2.9545 -0.8568 -0.0627  -0.084
N3 3.6610 -1.2494 0.9274  0.170
C13 2.9380 -1.3661 2.0628  -0.303
C14 3.5414 -1.7537 3.2696  0.034
C15 2.8012 -1.6582 4.4252  -0.025
C16 1.4816 -1.2097 4.3637  -0.022
C17 0.9332 -0.9242 3.1267  -0.127
N4 1.6370 -1.0027 2.0093  0.006
H1 -2.5071 -1.1934 -5.5304  0.103
H2 -2.9346 0.2531 -3.5792  0.105
H3 -1.1752 0.5891 -1.8693  0.091
H4 1.4151 -2.0366 -4.0552  0.120
H5 -0.3424 -2.3663 -5.7430  0.111
H6 2.1592 0.4771 -4.2402  0.125
H7 4.5422 0.8034 -4.6868  0.116
H8 6.2524 0.2351 -3.0147  0.111
H9 5.5626 -0.5500 -0.7525  0.120
H10 4.5611 -2.1053 3.2523  0.122
H11 3.2437 -1.9246 5.3722  0.118
H12 0.8872 -1.1124 5.2597  0.122
H13 -0.0982 -0.6106 3.0172  0.120
C18 -4.0575 -2.6098 -1.5511  -0.015
N5 -4.1835 -1.4566 -0.7039  -0.064
C19 -3.2063 -0.9000 0.0468  -0.589
Se1 -1.5117 -1.6341 0.3444  0.942
N6 -3.7400 0.1606 0.6987  0.139
C20 -5.0731 0.2855 0.3852  -0.169
C21 -6.0587 1.1604 0.8109  -0.008
C22 -7.3336 0.9655 0.3090  -0.069
C23 -7.6185 -0.0775 -0.5714  -0.071
C24 -6.6423 -0.9609 -0.9941  0.006
C25 -5.3573 -0.7597 -0.5106  -0.151
H14 -3.0015 -2.8362 -1.6965  0.066
H15 -4.5221 -2.4049 -2.5158  0.102
H16 -4.5493 -3.4697 -1.0918  0.109
H17 -3.2119 0.7747 1.3010  0.126
H18 -5.8421 1.9429 1.5198  0.108
H19 -8.1303 1.6254 0.6162  0.110
H20 -8.6313 -0.2103 -0.9192  0.110
H21 -6.8770 -1.7813 -1.6525  0.115
O1 0.7342 0.7430 0.3365  -0.361
Si1 0.5225 2.2909 0.7906  0.617
C26 -1.0734 2.9826 0.0097  -0.218
C27 -2.2781 2.9661 0.7077  -0.145
C28 -3.3926 3.6353 0.2358  -0.079
C29 -3.3247 4.3311 -0.9580  -0.065
C30 -2.1475 4.3266 -1.6884  -0.064
C31 -1.0336 3.6609 -1.2060  -0.089
C32 0.4985 2.6019 2.6750  -0.206
C33 -0.3748 3.5287 3.2400  -0.097
C34 -0.2969 3.8727 4.5782  -0.071
C35 0.6963 3.3293 5.3761  -0.073
C36 1.6018 2.4397 4.8241  -0.075
C37 1.4974 2.0773 3.4932  -0.107
C38 1.9939 3.3751 0.2610  -0.218
C39 3.2375 2.8465 -0.0670  -0.083
C40 4.3137 3.6760 -0.3340  -0.075
C41 4.1630 5.0513 -0.2671  -0.076
C42 2.9321 5.5928 0.0693  -0.072
C43 1.8610 4.7606 0.3352  -0.092
H22 -2.3267 2.4524 1.6597  0.089
H23 -4.3055 3.6367 0.8130  0.096
H24 -4.1821 4.8796 -1.3150  0.109
H25 -2.0887 4.8618 -2.6238  0.109
H26 -0.1136 3.6813 -1.7727  0.110
H27 -1.1263 4.0024 2.6264  0.088
H28 -1.0104 4.5730 4.9876  0.107
H29 0.7617 3.6082 6.4162  0.106
H30 2.4038 2.0307 5.4202  0.107
H31 2.2171 1.3874 3.0774  0.096
H32 3.3603 1.7703 -0.1019  0.078
H33 5.2705 3.2429 -0.5892  0.103
H34 5.0004 5.7009 -0.4699  0.105
H35 2.8085 6.6640 0.1292  0.107
H36 0.9087 5.1893 0.6141  0.106
O2 0.1532 -3.2797 2.1263  0.024
C44 0.7175 -3.6245 1.0987  -0.532
N7 1.1413 -2.7520 0.1545  -0.255
S1 1.4926 -3.5489 -1.2436  0.687
O3 2.7353 -3.0738 -1.7780  -0.250
O4 0.3320 -3.4756 -2.0853  -0.261
C45 1.5492 -5.1836 -0.5218  -0.183
C46 1.8606 -6.4170 -1.0463  -0.020
C47 1.6080 -7.5389 -0.2616  -0.044
C48 1.0272 -7.4106 0.9937  -0.045
C49 0.7145 -6.1619 1.5115  0.019
C50 0.9953 -5.0432 0.7414  -0.123
H37 2.2706 -6.5083 -2.0377  0.124
H38 1.8454 -8.5156 -0.6534  0.114
H39 0.8041 -8.2942 1.5720  0.113
H40 0.2510 -6.0450 2.4799  0.127

---

A structure of composition C50H41BrN7O8S2SbSeSr. Source: the Open Molecules 2025 dataset; level of theory: the ωB97M-V functional and the def2-TZVPD basis.

Frontier orbital gap ... 6.70 eV
E_tot ... -8958.21905 a.u.
Molecular weight ... 1300.297 Da
Charge ... -2
Energy above the lowest of the compared OMol25 structures with the same formula, charge and spin ... 0.000 eV

Each line ends with the Löwdin charge.
CARTESIAN COORDINATES (ANGSTROEM)
Sr1 0.7747 -2.8052 0.0120  1.387
O1 -2.2805 1.6852 -0.9119  0.090
C1 -1.5449 0.6663 -0.4773  -0.582
O2 -1.5596 0.2621 0.6590  -0.002
C2 -0.9860 -0.1539 -1.6186  -0.174
C3 -0.7179 0.3647 -2.8842  0.031
C4 -0.4170 -0.5279 -3.8926  -0.019
C5 -0.4604 -1.8963 -3.6438  0.000
C6 -0.7420 -2.3164 -2.3583  -0.227
N1 -0.9608 -1.4530 -1.3609  0.103
C7 -0.9563 -3.7982 -1.9763  -0.499
O3 -1.1870 -4.6531 -2.9820  0.145
O4 -1.0887 -4.1698 -0.8362  -0.007
H1 -2.6275 2.1512 -0.1319  0.090
H2 -0.7180 1.4395 -3.0219  0.102
H3 -0.1577 -0.1689 -4.8810  0.115
H4 -0.2196 -2.5924 -4.4389  0.119
H5 -1.0214 -4.2261 -3.8299  0.095
Br1 7.6154 0.7152 0.5952  0.720
C8 7.2867 -0.0530 -1.1063  -0.680
C9 7.6759 0.6399 -2.2398  -0.141
C10 7.4259 0.0824 -3.4840  -0.056
C11 6.7713 -1.1394 -3.5882  -0.297
C12 6.4244 -1.8443 -2.4377  -0.014
C13 6.6684 -1.2933 -1.1880  -0.091
N2 6.6179 -1.6140 -4.9394  0.038
N3 5.6337 -2.2564 -5.3424  0.044
C14 4.4775 -2.5294 -4.5651  -0.272
C15 3.9676 -3.8026 -4.7189  -0.052
C16 2.9789 -4.3116 -3.8805  -0.026
C17 2.4772 -3.5595 -2.8036  -0.381
O5 1.6705 -4.0336 -1.9433  -0.172
C18 2.8868 -2.1535 -2.7487  -0.138
N4 2.2754 -1.3719 -1.8201  0.094
C19 2.5437 -0.0895 -1.7921  -0.133
C20 3.4054 0.5363 -2.7153  -0.015
C21 4.0465 -0.2351 -3.6408  -0.016
C22 3.8379 -1.6337 -3.6519  -0.130
H6 8.1638 1.6012 -2.1513  0.090
H7 7.7193 0.5971 -4.3903  0.105
H8 5.9225 -2.8016 -2.4988  0.125
H9 6.3210 -1.7876 -0.2878  0.084
H10 4.4166 -4.4338 -5.4784  0.102
H11 2.6400 -5.3357 -3.9804  0.102
H12 2.0326 0.5151 -1.0515  0.032
H13 3.5309 1.6105 -2.6694  0.111
H14 4.7035 0.2126 -4.3748  0.112
C23 3.3474 0.6736 1.7676  -0.031
C24 2.7514 -0.7030 1.9999  -0.501
C25 2.6479 -1.0169 3.4868  -0.018
O6 1.4158 -0.7465 1.4199  -0.150
C26 3.6045 -1.8219 1.3430  -0.637
O7 4.8251 -1.6093 1.2848  -0.014
O8 2.9836 -2.8626 0.9899  -0.180
H15 2.6823 1.4533 2.1527  0.073
H16 3.5155 0.8607 0.7076  0.072
H17 4.3113 0.7373 2.2709  0.080
H18 2.0492 -0.2553 3.9952  0.086
H19 3.6480 -1.0238 3.9252  0.093
H20 2.1857 -1.9949 3.6279  0.064
H21 0.9414 0.0701 1.6230  0.073
S1 -4.4392 -1.4263 -0.3513  -0.027
Sb1 -4.2254 -0.5179 1.6891  1.204
C27 -4.3165 1.5935 1.5237  -0.360
C28 -3.4603 2.4230 2.2407  -0.111
C29 -3.4078 3.7848 1.9633  -0.075
C30 -4.2162 4.3215 0.9710  -0.090
C31 -5.0770 3.4992 0.2532  -0.090
C32 -5.1168 2.1371 0.5191  -0.155
C33 -2.9506 -0.8208 3.3383  -0.339
C34 -3.4878 -0.5057 4.5843  -0.139
C35 -2.7279 -0.6810 5.7325  -0.094
C36 -1.4410 -1.1921 5.6364  -0.074
C37 -0.9080 -1.5044 4.3940  -0.089
C38 -1.6534 -1.3016 3.2419  -0.144
C39 -6.0636 -0.9396 2.6996  -0.351
C40 -7.1655 -0.0988 2.5878  -0.120
C41 -8.3698 -0.4256 3.2012  -0.104
C42 -8.4819 -1.6030 3.9272  -0.109
C43 -7.3890 -2.4543 4.0306  -0.090
C44 -6.1856 -2.1266 3.4200  -0.117
H22 -2.7974 2.0009 2.9879  0.105
H23 -2.7087 4.4165 2.4972  0.107
H24 -4.1523 5.3772 0.7354  0.099
H25 -5.6883 3.9114 -0.5409  0.100
H26 -5.7304 1.4800 -0.0894  0.088
H27 -4.4989 -0.1238 4.6732  0.094
H28 -3.1522 -0.4339 6.6984  0.094
H29 -0.8547 -1.3614 6.5315  0.100
H30 0.0773 -1.9361 4.3091  0.053
H31 -1.2254 -1.5601 2.2861  0.071
H32 -7.0981 0.8274 2.0267  0.085
H33 -9.2187 0.2420 3.1084  0.093
H34 -9.4187 -1.8585 4.4091  0.092
H35 -7.4688 -3.3821 4.5847  0.099
H36 -5.3435 -2.8095 3.4923  0.092
Se1 0.1567 -4.4152 2.6438  0.469
C45 -1.6845 -4.2469 2.7256  -0.885
N5 -2.8364 -4.1246 2.8112  0.028
C46 0.0036 7.5829 -0.4123  -0.056
C47 -0.0557 6.2592 -1.1270  -0.378
C48 -0.4551 6.1793 -2.4613  -0.070
C49 -0.4861 4.9038 -2.9942  -0.182
N6 -0.1569 3.8145 -2.3188  0.029
C50 0.2307 3.9649 -1.0211  -0.850
S2 0.6699 2.5903 -0.1013  0.618
N7 0.2744 5.1903 -0.4233  0.069
H37 0.6152 8.3035 -0.9602  0.069
H38 0.4244 7.4300 0.5796  0.068
H39 -0.9962 8.0134 -0.3128  0.069
H40 -0.7209 7.0545 -3.0390  0.087
H41 -0.7966 4.7493 -4.0275  0.095